The following is a quantum chemistry calculation of an isolated ion of composition C6H9N4S and charge -1 in a non-equilibrium geometry, from the OMol25 dataset.

Geometry as XYZ:
```
20
Properties=species:S:1:pos:R:3:forces:R:3
C 0.103612 0.087031 1.849580 0.0745 0.1311 -0.1332
C -0.185603 0.817547 0.542254 0.0591 -0.1984 0.1434
C -0.707099 -0.120991 -0.513055 -2.7942 -0.4853 0.5327
N -2.148287 -0.600503 -0.173120 1.7307 0.6517 -0.4813
N -2.439114 -1.898972 0.040248 0.7624 -0.2918 -0.0839
N -3.685270 -1.950047 0.304281 -0.0461 -0.8984 0.0951
N -4.255093 -0.755249 0.283783 -0.2863 0.6937 0.0085
C -3.301276 0.132017 -0.018298 0.7603 -0.7945 -0.0860
S -3.384453 1.788406 -0.198841 -0.2691 1.3471 -0.1910
C 0.138295 -1.114316 -1.233039 -0.0198 -0.1946 0.0579
C -0.438080 0.063504 -1.970007 -0.0783 0.1541 -0.1037
H -0.815029 -0.319199 2.265141 -0.0806 -0.0663 0.0618
H 0.544772 0.766856 2.580427 -0.0144 -0.0240 0.0493
H 0.794886 -0.739033 1.680047 0.0576 -0.0786 0.0693
H 0.722147 1.299486 0.171249 0.0398 0.0115 -0.0863
H -0.943542 1.589624 0.701692 0.1151 -0.0094 -0.1187
H -0.289767 -2.088368 -1.414422 -0.0467 -0.0172 0.0099
H 1.197987 -1.116058 -1.021170 0.0738 0.0423 0.1065
H 0.218868 0.870790 -2.259145 0.0814 0.0711 0.0740
H -1.246159 -0.110282 -2.663871 -0.1191 -0.0443 0.0757
```
Forces are in eV/Å.

Gap between HOMO and LUMO   6.8 eV
HOMO level   -3.36 eV
F_max   0.0561 hartree/bohr
LUMO level   3.47 eV
Charge   -1
Relative energy (zero: lowest compared OMol25 entry of this formula, charge and spin)   0.0 kJ/mol
SMILES   CCC1(n2nnnc2[S-])CC1
Spin multiplicity   1

These are the natural (NBO) partial charges, in e, on atoms 1 to 5: -0.6025, -0.4283, 0.1573, -0.2507, -0.1478

***

The following is a quantum chemistry calculation of an isolated ion of composition C6H9N6O2 and charge +1 in a non-equilibrium geometry, from the OMol25 dataset.

Geometry as XYZ:
```
23
Properties=species:S:1:pos:R:3:forces:R:3
C 0.716074 -3.149783 0.163378 -0.4638 0.2454 0.2995
N -0.008394 -1.833457 0.274048 -0.1538 -1.6579 0.8903
C 0.545627 -0.700272 -0.079443 -0.4405 1.3241 -0.7791
N 1.806268 -0.683092 -0.567928 -1.1277 -1.7081 0.5265
C 2.408668 0.466719 -0.637131 -1.7624 1.4628 1.6879
N 1.830927 1.665301 -0.394758 1.9865 -1.1096 -0.1851
C 0.543355 1.740445 -0.094766 1.3932 -0.8097 -1.3863
N 0.135057 2.986030 -0.201588 -0.3408 1.1400 0.8838
C -0.191021 0.556352 0.035382 -4.7849 -0.6798 1.7645
C -1.761565 0.710542 0.391302 6.4244 1.9154 -0.5385
N -2.215144 1.741618 1.064175 -1.1614 -1.0992 -0.7023
N -2.698826 0.041881 -0.455914 -3.1040 -1.3587 -0.4189
O -2.437248 -1.059828 -0.890458 0.4080 0.6944 0.2376
O -3.771535 0.620367 -0.614222 0.9553 -0.0855 0.0079
H 1.152789 -3.298458 -0.839461 -1.0385 -0.0432 0.1467
H 1.632107 -3.180459 0.761581 -0.4453 0.2782 0.5056
H -0.031684 -3.898691 0.534696 1.0310 0.4164 -0.7795
H -0.932463 -1.850708 0.774742 1.6508 0.0991 -1.0575
H 3.461322 0.387442 -0.699690 1.0037 0.5198 -0.7579
H -0.788199 3.328824 -0.256649 -0.7116 0.2337 0.0701
H 0.928080 3.600415 -0.172803 -0.1233 0.6254 -0.4233
H -1.802305 2.392827 1.682715 1.8436 0.0136 0.6434
H -3.183752 1.985773 1.021966 -1.0386 -0.4166 -0.6354
```
Forces are in eV/Å.

Gap between HOMO and LUMO   6.2 eV
HOMO level   -12.90 eV
F_max   0.1308 hartree/bohr
LUMO level   -6.65 eV
Charge   +1
Relative energy (zero: lowest compared OMol25 entry of this formula, charge and spin)   210.5 kJ/mol
SMILES   CNc1ncnc(N)c1C(=[NH2+])[N+](=O)[O-]
Spin multiplicity   1

These are the natural (NBO) partial charges, in e, on atoms 1 to 5: -0.4269, -0.4983, 0.4901, -0.5312, 0.3559

***

The following is a quantum chemistry calculation of C6H9NO as an isolated structure in a non-equilibrium geometry, from the OMol25 dataset.

Geometry as XYZ:
```
17
Properties=species:S:1:pos:R:3:forces:R:3
C -2.201193 -0.464553 -0.126532 -4.4669 1.4637 3.5878
C -1.180473 0.739343 0.285507 0.9751 2.0271 3.4861
C 1.104539 0.758475 0.001433 -1.1700 6.1645 1.4281
C 1.022193 -0.422224 1.027425 3.8047 -0.5771 1.7559
C 1.253136 -0.217505 -0.955930 3.9448 -6.3331 -3.2633
C -0.832054 -0.452675 -0.422962 -0.4801 -1.1798 -1.8876
H -2.522255 -0.719315 0.931825 0.5210 -0.1489 -1.1299
H -3.168634 -0.335758 -0.658818 1.3253 -0.4296 -0.7551
H -1.157665 1.073378 1.464015 -0.3716 -1.9919 -2.8050
H 1.819846 1.562883 -0.192255 0.4914 -0.0920 1.4728
H 2.246741 -0.711195 1.209918 -3.2376 0.2417 -1.3157
H 0.865164 -0.488673 2.175024 -1.4172 0.4650 -2.1840
H 2.514809 -0.533860 -0.888260 -3.7488 0.4693 -0.4585
H 0.956177 -0.247856 -1.996179 0.1490 0.8242 -0.1428
H -0.939496 0.055005 -1.438407 1.3377 -1.3530 0.4696
N 0.363056 -1.221458 -0.184183 2.1517 0.5540 1.2630
O -0.143896 1.625985 -0.231626 0.1913 -0.1042 0.4784
```
Forces are in eV/Å.

Gap between HOMO and LUMO   9.4 eV
HOMO level   -8.53 eV
F_max   0.1584 hartree/bohr
LUMO level   0.88 eV
Relative energy (zero: lowest compared OMol25 entry of this formula, charge and spin)   931.8 kJ/mol
Spin multiplicity   1

These are the natural (NBO) partial charges, in e, on atoms 1 to 5: -0.3361, 0.0162, 0.0002, -0.2972, -0.2365

***

The following is a quantum chemistry calculation of a 2-piece molecular cluster, C6H9NO overall in a non-equilibrium geometry, from the OMol25 dataset.

Geometry as XYZ:
```
17
Properties=species:S:1:pos:R:3:forces:R:3
N 0.977840 -0.884831 -1.994734 -0.0176 0.4395 -1.6614
C 0.715146 0.298056 -1.325581 -0.4063 -1.0092 0.6227
C 0.676160 1.477776 -2.078944 -0.9869 -0.3575 1.7595
C 0.146229 2.597672 -1.448606 0.8798 1.1982 -1.0248
C -0.060633 2.675777 -0.084748 -1.7320 -1.4402 -0.0083
C -0.183541 1.462786 0.590795 2.4231 -0.6028 0.4516
C 0.321467 0.274185 0.048038 -1.1786 1.6348 -1.3757
H 1.199305 -1.731895 -1.534001 -0.0409 -0.4526 0.3797
H 0.781345 -0.928851 -3.009355 0.4162 -0.0013 1.3564
H 0.870971 1.417685 -3.125373 0.1127 0.1971 -0.5625
H -0.072191 3.468023 -2.075222 0.3040 -0.0928 0.2837
H -0.531915 3.498445 0.394592 0.0202 0.9836 0.0051
H -0.437975 1.395334 1.643834 -0.4226 0.3596 -0.1061
H 0.000522 -0.590658 0.591487 0.6292 -0.8561 -0.1208
O -1.612505 -4.762819 4.901035 -0.8695 -0.6383 -3.4721
H -2.064282 -4.959904 3.988661 0.5275 0.4867 2.7576
H -0.725941 -4.706788 4.518116 0.3417 0.1515 0.7154
```
Forces are in eV/Å.

Gap between HOMO and LUMO   8.6 eV
HOMO level   -7.93 eV
F_max   0.0707 hartree/bohr
LUMO level   0.68 eV
Relative energy (zero: lowest compared OMol25 entry of this formula, charge and spin)   84.4 kJ/mol
SMILES   Nc1ccccc1.O
Spin multiplicity   1

These are the natural (NBO) partial charges, in e, on atoms 1 to 5: -0.8231, 0.1957, -0.2934, -0.1582, -0.2851

***

The following is a quantum chemistry calculation of a single C6H9NO molecule in a non-equilibrium geometry, from the OMol25 dataset.

Geometry as XYZ:
```
17
Properties=species:S:1:pos:R:3:forces:R:3
C -1.155767 -1.269740 -0.476895 -0.4381 -0.8485 -1.0913
C -1.010224 1.237747 -0.668117 -0.1246 0.1290 -0.2680
C 1.598159 -1.142058 2.107984 0.6907 -0.1342 -0.1332
C 0.420913 1.501841 -1.134899 -0.1430 0.0781 0.0938
C -1.503938 -0.090966 -1.217887 -0.3514 0.7268 -0.4256
C 0.273890 -1.153848 1.517933 -0.7278 -0.1169 -0.4324
N -0.314216 -1.268458 0.493701 0.4759 0.4500 1.5545
O -2.163172 -0.154433 -2.251162 0.2850 0.0052 0.5386
H -1.535951 -2.220397 -0.809934 -0.0366 -0.1751 -0.0615
H -1.660586 2.028466 -1.061462 0.0286 -0.2566 0.1570
H -1.063073 1.238600 0.425188 -0.0200 0.0278 -0.0675
H 1.674350 -1.964785 2.822557 0.0074 0.1337 -0.0132
H 2.394814 -1.236806 1.359184 -0.0461 0.0116 0.1331
H 1.723636 -0.210714 2.655929 0.0546 -0.0115 0.0947
H 0.455658 1.529689 -2.220632 0.0519 0.0243 -0.1027
H 0.772945 2.454971 -0.746996 0.0987 0.0685 -0.0199
H 1.092562 0.720891 -0.794493 0.1949 -0.1120 0.0437
```
Forces are in eV/Å.

Gap between HOMO and LUMO   8.2 eV
HOMO level   -7.94 eV
F_max   0.0328 hartree/bohr
LUMO level   0.25 eV
Relative energy (zero: lowest compared OMol25 entry of this formula, charge and spin)   225.0 kJ/mol
Spin multiplicity   1

These are the natural (NBO) partial charges, in e, on atoms 1 to 5: -0.2533, -0.4936, -0.7071, -0.5945, 0.5171

***

The following is a quantum chemistry calculation of a single C6H9NO molecule in a non-equilibrium geometry, from the OMol25 dataset.

Geometry as XYZ:
```
17
Properties=species:S:1:pos:R:3:forces:R:3
N 2.267489 -0.110483 -0.216142 -2.7630 -1.3987 3.5406
C 0.756182 0.239914 -0.758946 4.4142 -0.3170 -5.4450
C -0.275590 -0.941065 -0.945712 0.9438 2.4528 4.3252
C -1.560467 -0.405623 -0.209204 -1.9957 -3.0505 -2.8053
C -1.408958 0.985612 -0.154837 -0.8578 6.1441 0.5756
C 0.114794 1.033919 0.213480 -2.0619 2.2410 5.5816
O 0.255405 -0.087210 1.281412 -1.3449 2.7570 0.2461
C -0.462119 -1.012954 0.572274 -1.3186 0.5587 0.0365
H 2.134157 -0.238773 1.006752 -0.0129 -0.3222 -4.8421
H 2.758463 0.738852 -0.028223 0.2779 1.3973 -1.1265
H 0.911877 0.703035 -1.811078 -0.0431 -0.3138 1.8220
H 0.028526 -1.839671 -1.298245 0.3788 -2.3940 -1.8801
H -2.685484 -0.661947 -0.217272 2.2875 -0.8124 -0.4194
H -2.380536 1.301127 0.445189 2.7249 0.3209 0.1242
H -1.452587 1.831744 -0.987735 -0.1796 -2.5187 0.5367
H 0.461488 2.046168 0.679073 -0.0872 -2.1010 -1.2413
H -0.674620 -1.808292 1.170909 -0.3625 -2.6437 0.9714
```
Forces are in eV/Å.

Gap between HOMO and LUMO   9.9 eV
HOMO level   -9.02 eV
F_max   0.1365 hartree/bohr
LUMO level   0.91 eV
Relative energy (zero: lowest compared OMol25 entry of this formula, charge and spin)   570.6 kJ/mol
SMILES   N[C@H]1[C@@H]2[C@@H]3C[C@H]1O[C@@H]32
Spin multiplicity   1

These are the natural (NBO) partial charges, in e, on atoms 1 to 5: -0.8312, -0.0880, -0.2842, -0.2657, -0.4373